Entry 1:
14 unconnected molecules or ions with the total composition C6H33NO13. Source: the Open Molecules 2025 dataset; level of theory: wB97M-V/def2-TZVPD.

Calculated values
Charge = 0
HOMO-LUMO gap = 0.3039 Eh
DFT total energy = -34865.397 eV
Spin multiplicity = 1

The geometry in XYZ format:
```
53
Properties=species:S:1:pos:R:3:nbo_charge:R:1
O 0.26784 -3.68806 -1.65778 -0.972
O -2.67170 -3.49160 0.93787 -0.972
O -3.72759 -1.00476 -0.44504 -0.996
O 0.14281 2.66823 1.12070 -1.019
O 1.15835 4.66223 -0.29554 -0.958
O -2.78606 1.58334 0.06081 -0.996
O 0.97924 -1.91200 2.57707 -1.000
O 0.40218 -1.52932 -3.22079 -0.970
O -2.31123 0.78162 2.40438 -1.002
O -1.31269 3.34046 -1.09949 -1.020
O -1.61326 -2.30789 3.14292 -0.985
O -0.15292 1.34349 3.46223 -0.990
O 2.99583 -2.53196 -1.58535 -0.983
N 1.66199 1.01753 -2.15403 -0.535
C 2.86788 1.59166 -2.55631 -0.057
C 3.70565 1.63359 -1.49628 -0.307
C 1.88994 0.54844 -0.87106 0.066
C 3.08904 0.94031 -0.37138 -0.284
C 0.78794 -0.10086 -0.16064 -0.230
C -0.44067 -0.27764 -0.63188 -0.428
H 0.86746 -4.43705 -1.59703 0.491
H 2.66879 -1.76680 -1.09631 0.492
H 3.44635 0.92797 0.62562 0.232
H -2.34366 -0.16658 2.60548 0.494
H -0.45981 2.83914 0.36741 0.510
H 0.96178 0.68814 -2.79508 0.439
H -2.00139 2.73264 -0.57273 0.504
H 1.56061 -2.43341 3.13286 0.473
H 3.06250 1.98369 -3.52690 0.215
H 3.91970 -2.71339 -1.38158 0.490
H -0.14950 -2.20259 -2.79959 0.489
H 0.75806 3.38651 1.29657 0.503
H -0.06018 1.98249 2.72572 0.514
H 0.41136 4.67542 -0.91343 0.490
H 0.36983 0.54628 3.23364 0.494
H -1.21003 -0.57165 0.08235 0.194
H -3.40249 -2.93403 0.52897 0.507
H 0.65408 -2.95537 -1.16739 0.489
H -1.07538 2.82530 -1.87631 0.472
H -2.34021 -3.80623 0.08378 0.489
H -3.20257 -0.19012 -0.44479 0.511
H -3.55345 2.00623 0.47042 0.498
H -3.85409 -1.39632 -1.31256 0.476
H 1.26201 -1.81176 -2.87953 0.480
H -1.74367 1.08113 3.18002 0.519
H -0.79543 -0.15593 -1.68069 0.202
H 1.00466 -0.48587 0.86361 0.250
H 0.05070 -2.16568 2.75283 0.501
H 4.72879 1.95445 -1.48513 0.221
H 1.62040 3.85738 -0.57140 0.471
H -2.26026 1.20351 0.86122 0.535
H -1.93485 -2.95124 3.79045 0.481
H -1.89274 -2.81310 2.33907 0.512
```

***

Entry 2:
11 unconnected molecules or ions with the total composition C6H34NO10. Source: the Open Molecules 2025 dataset; level of theory: wB97M-V/def2-TZVPD.

Calculated values
Charge = +1
HOMO-LUMO gap = 0.3701 Eh
DFT total energy = -28732.109 eV
Spin multiplicity = 1

The geometry in XYZ format:
```
51
Properties=species:S:1:pos:R:3:nbo_charge:R:1
O -2.47387 0.98671 3.50957 -0.993
O 1.83597 2.14507 0.06133 -0.985
O 1.77753 -0.55815 1.36781 -0.986
O 0.25930 2.92033 -2.02242 -0.978
O 0.21099 1.87268 3.59773 -0.970
O 2.55369 0.77770 3.63177 -0.981
O 2.29682 1.49445 -3.03479 -0.999
O 0.28896 -2.84904 2.80692 -0.960
O 2.20296 -1.38962 -1.99842 -0.956
O -1.76158 3.63012 -0.76236 -0.952
N 0.63998 -2.53290 0.08980 -0.744
C -2.03906 0.77472 -0.38930 -0.360
C -0.85932 -2.69224 -0.03315 -0.250
C -1.50551 -2.95671 -1.43129 -0.415
C -1.37820 -0.54803 -2.43792 -0.462
C -1.06483 -2.05103 -2.59314 -0.399
C -1.14054 0.17135 -1.16132 -0.234
H -1.77735 1.46238 0.42653 0.200
H -1.52100 1.16586 3.46440 0.499
H 0.88144 -3.47719 0.37213 0.429
H 1.64999 2.19754 -2.82627 0.497
H 2.43539 -0.86702 -1.23169 0.496
H 1.74370 1.97427 -0.88454 0.496
H 1.69682 -0.95298 -2.69065 0.503
H -0.32092 -3.50709 3.16304 0.484
H -2.12695 3.45824 0.11009 0.476
H 0.86649 -1.78800 0.81318 0.489
H -3.01217 1.74837 3.71497 0.477
H -1.57998 -4.00107 -1.69975 0.229
H 1.86495 3.11382 0.14583 0.493
H 2.72801 1.60248 4.10081 0.512
H -1.15694 -3.48746 0.65830 0.217
H 0.46504 2.37949 2.81905 0.475
H -2.46026 -0.47626 -2.69460 0.222
H 0.04288 -2.12089 3.39751 0.483
H 0.88101 1.15308 3.63793 0.491
H 2.06709 -0.52578 2.30043 0.501
H 3.16493 0.14605 4.04466 0.500
H 2.17511 1.20600 -3.93859 0.477
H 2.08097 0.33877 1.13708 0.525
H -0.34483 3.40009 -2.59825 0.496
H -2.45097 -2.38647 -1.22567 0.221
H -0.76604 -0.00851 -3.15720 0.224
H -1.48911 4.55904 -0.71592 0.481
H -0.04878 -2.24493 -2.88155 0.193
H -3.12316 0.72266 -0.40883 0.214
H -0.09279 0.25124 -0.93956 0.184
H -1.44225 -1.78517 0.22346 0.244
H -0.30104 2.24741 -1.61754 0.507
H -1.70284 -2.42800 -3.41833 0.235
H 1.13026 -2.26541 -0.80126 0.454
```

***

Entry 3:
A molecular structure, C6H35Li3N6O12. Source: the Open Molecules 2025 dataset; level of theory: wB97M-V/def2-TZVPD.

Calculated values
Charge = +2
HOMO-LUMO gap = 0.2607 Eh
DFT total energy = -40907.606 eV
Spin multiplicity = 1

The geometry in XYZ format:
```
62
Properties=species:S:1:pos:R:3:nbo_charge:R:1
O 0.51870 -11.29853 31.68941 -0.964
O -3.40936 -6.95498 36.78201 -0.666
O -5.66215 -2.96973 34.61188 -0.716
O -2.19147 -6.75623 30.20892 -1.156
O -0.09507 -7.86687 35.27767 -0.912
O -4.68584 -3.89701 30.76172 -0.995
O 0.52788 -7.95470 29.15197 -0.991
O -1.50687 -10.31953 29.83522 -1.017
O 1.98089 -7.55701 33.07983 -0.946
O -1.73254 -1.18006 31.70784 -0.974
O 1.06895 -5.29116 30.06295 -0.809
O -2.77252 -2.30836 34.33881 -0.985
N -6.34631 -4.48427 33.14072 -0.858
N -7.36618 -4.27201 35.02627 -0.799
N 2.09162 -3.35336 29.63165 -0.803
N -4.54756 -7.97781 35.16803 -0.847
N 1.09240 -3.56759 31.50841 -0.778
N -3.83833 -9.10698 36.73099 -0.808
C -2.45247 -5.58928 32.50309 -0.670
C -6.39573 -3.89400 34.31387 0.753
C 1.42591 -4.16822 30.42007 0.785
C -3.83895 -7.95549 36.24967 0.729
C -1.82161 -6.64796 31.53763 0.084
C -1.82351 -7.98571 32.28868 -0.643
Li -3.89119 -5.76628 29.53315 0.961
Li -2.66215 -8.70440 29.64883 0.947
Li -0.37986 -6.23814 29.07000 0.942
H -3.48882 -9.04348 37.67646 0.427
H -5.70453 -4.12086 32.45069 0.408
H -0.49010 -8.71096 35.05924 0.459
H 2.57906 -2.54841 29.99849 0.395
H -5.45417 -3.60586 30.27067 0.498
H -4.17625 -3.09950 30.90503 0.522
H -0.83591 -6.22629 31.34097 0.164
H -3.70447 -2.32233 34.55673 0.514
H -2.82693 -8.40316 32.20495 0.196
H -4.69227 -7.07034 34.74891 0.397
H -1.10323 -8.72885 31.94660 0.182
H -5.10859 -8.77107 34.89219 0.381
H 0.69635 -8.22769 30.05381 0.501
H -4.33595 -9.85024 36.26189 0.390
H 2.50223 -3.64827 28.75727 0.409
H 0.48483 -4.13868 32.07833 0.415
H -2.13843 -5.59773 33.54683 0.243
H 2.34340 -7.38450 33.94877 0.491
H -7.92986 -5.06053 34.74236 0.398
H -6.95740 -5.24206 32.87163 0.376
H 1.08935 -8.51983 28.62129 0.509
H -1.17283 -0.55913 32.17412 0.480
H -2.12662 -1.71324 32.39823 0.489
H -0.46825 -7.25571 34.64250 0.460
H -2.39172 -3.00905 34.86821 0.475
H 0.67846 -12.12462 32.14580 0.504
H -3.53611 -5.64519 32.60648 0.208
H -0.62415 -10.36931 30.20202 0.521
H 0.31408 -10.67503 32.38628 0.468
H -2.41786 -4.58302 32.08557 0.214
H -7.38927 -3.68731 35.84948 0.435
H 1.60781 -2.73384 31.75197 0.415
H 1.57800 -8.42200 33.15527 0.456
H -1.50922 -10.96366 29.12717 0.505
H -1.72334 -7.78733 33.35579 0.230
```

***

Entry 4:
12 unconnected molecules or ions with the total composition C6H36NO12. Source: the Open Molecules 2025 dataset; level of theory: wB97M-V/def2-TZVPD.

Calculated values
Charge = -1
HOMO-LUMO gap = 0.3297 Eh
DFT total energy = -32869.051 eV
Spin multiplicity = 1

The geometry in XYZ format:
```
55
Properties=species:S:1:pos:R:3:nbo_charge:R:1
O 0.96774 0.63007 -0.84842 -0.775
O -1.67233 3.29054 -1.05756 -1.060
O 1.83027 -3.35557 0.58657 -0.961
O 0.27486 0.28425 -4.08969 -1.011
O 1.45146 -1.50049 -2.28528 -0.985
O -3.39414 -2.30313 2.07494 -0.965
O -0.61701 -2.40001 -4.04976 -1.004
O 4.72406 -1.03403 0.45941 -0.972
O -3.41713 2.13165 0.78332 -0.985
O -1.50816 1.29606 -2.43973 -1.204
O 3.52311 0.29300 -1.57611 -1.015
O 0.90708 3.82383 -0.96941 -0.999
N -1.18470 -0.43609 0.92433 -0.699
C 0.24155 -0.24279 1.26143 -0.070
C -0.15475 1.02230 3.48438 -0.620
C 0.44066 -0.23365 2.79176 -0.201
C 0.83015 0.98082 0.53212 -0.081
C -1.54342 -1.13965 -0.32011 -0.427
C -0.20415 -1.42949 3.49087 -0.626
H -1.22522 0.91972 3.29968 0.203
H -2.75710 -3.00065 2.22647 0.465
H -2.22073 0.92184 -2.96501 0.453
H -1.03232 -0.68430 -1.16641 0.199
H -0.00423 0.98372 4.56030 0.207
H 0.58223 -1.21117 -1.98586 0.497
H 4.76052 -0.54905 -0.39699 0.501
H 1.25463 -2.05561 -3.05070 0.491
H 0.34456 1.21472 -1.29543 0.517
H 2.81157 0.90041 -1.30207 0.506
H -1.76499 0.39354 0.91840 0.373
H -0.41304 0.65299 -3.43612 0.504
H 0.66858 -1.15550 0.83392 0.213
H -2.79527 2.50932 0.12379 0.509
H 3.10587 -0.48811 -1.97735 0.505
H -0.29030 -1.48147 -3.91483 0.503
H -2.90084 -1.53262 1.75366 0.492
H -1.46711 -2.55405 -3.64145 0.471
H -1.39069 -2.21808 -0.25297 0.180
H 0.16871 1.83101 0.70539 0.188
H -1.72111 2.45656 -1.77409 0.513
H -2.61559 -1.01896 -0.49093 0.210
H -2.14345 3.94314 -1.59351 0.466
H 3.84812 -0.72390 0.71381 0.456
H 1.57725 -3.00029 -0.27424 0.489
H 1.12593 4.39344 -0.22644 0.451
H -0.09061 3.73231 -0.95325 0.502
H 1.82124 1.27340 0.89234 0.165
H 1.53309 -0.34535 2.78452 0.193
H -2.95166 2.00291 1.61066 0.455
H -1.25259 -1.46272 3.20217 0.221
H 2.56461 -2.82812 0.91405 0.476
H 1.02297 0.34966 -3.48211 0.470
H 0.25643 -2.38516 3.22372 0.214
H 0.27231 1.94044 3.08148 0.206
H -0.17692 -1.40163 4.58232 0.197
```

***

Entry 5:
14 unconnected molecules or ions with the total composition C6H36O15. Source: the Open Molecules 2025 dataset; level of theory: wB97M-V/def2-TZVPD.

Calculated values
Charge = 0
HOMO-LUMO gap = 0.3606 Eh
DFT total energy = -37518.632 eV
Spin multiplicity = 1

The geometry in XYZ format:
```
57
Properties=species:S:1:pos:R:3:nbo_charge:R:1
O -4.20132 -2.08275 2.95798 -0.966
O 3.02232 -1.59464 0.00978 -0.936
O 0.21980 -1.38260 -3.52377 -0.947
O 1.66795 3.96088 3.42435 -0.972
O 0.90206 0.32514 -0.75076 -0.705
O -1.61379 4.12821 0.06673 -0.953
O 1.02411 -3.98379 -2.11532 -0.994
O 1.01309 5.00749 0.47314 -0.977
O 2.89779 2.96592 0.79284 -0.995
O 1.41631 2.61799 -3.09129 -0.945
O -0.63163 1.53388 -1.80048 -0.696
O -4.10506 -2.51957 -0.35998 -0.951
O -1.72636 -3.74299 -1.09222 -0.988
O 3.31794 1.08385 -1.28126 -1.013
O 1.03501 -3.48450 0.44637 -0.979
C 0.33221 -0.52073 2.61854 -0.666
C -0.88887 -1.04461 1.94006 0.065
C -1.67059 -0.11723 1.05984 -0.450
C -1.42418 -0.22676 -0.47490 -0.539
C -1.23568 -2.31715 2.10600 -0.502
C -0.27934 0.62614 -0.92038 0.838
H 3.55172 3.46612 0.29922 0.465
H 2.10620 1.92800 -3.22022 0.504
H 2.09751 3.52263 0.83769 0.512
H -1.87804 -2.95084 1.53159 0.200
H 1.78095 -2.88242 0.24407 0.507
H -3.36624 -2.46653 2.64388 0.482
H -4.06415 -1.57060 3.75529 0.480
H -2.47705 4.36038 0.44975 0.475
H 3.72730 1.64885 -0.61467 0.479
H 0.97984 -3.77553 -1.14590 0.487
H 0.58462 -0.77910 -2.86730 0.451
H 2.93621 -1.25038 -0.90337 0.493
H 1.27371 3.72157 4.26229 0.478
H -4.96491 -2.21905 -0.67203 0.478
H 0.32443 -2.91941 0.78934 0.481
H 2.02469 3.18262 -2.59258 0.492
H -0.01213 -2.13658 -2.93220 0.492
H 1.13695 -0.21392 1.91385 0.234
H 0.07382 1.96386 -2.35597 0.535
H 0.23158 0.41599 3.21159 0.222
H 0.05331 4.88427 0.55403 0.507
H -1.29741 -1.35777 -0.80162 0.289
H -4.35717 -3.02393 0.43497 0.481
H -0.90368 -2.99196 2.86935 0.214
H 1.28863 5.54331 1.22177 0.482
H 2.39117 -0.93009 0.33336 0.474
H -1.89752 3.34588 -0.43990 0.489
H -1.58891 -4.43827 -0.44890 0.482
H 0.30866 -4.63900 -2.24020 0.464
H 0.86493 -1.18539 3.29796 0.229
H -1.73944 0.95227 1.36459 0.222
H -2.75103 -0.40186 1.25901 0.245
H -2.65659 -3.59785 -1.41233 0.511
H 2.47979 3.48820 3.23059 0.495
H -2.37054 -0.01478 -0.97099 0.244
H 2.37462 0.99063 -0.97334 0.496
```

***

Entry 6:
13 unconnected molecules or ions with the total composition C6H37NO12. Source: the Open Molecules 2025 dataset; level of theory: wB97M-V/def2-TZVPD.

Calculated values
Charge = 0
HOMO-LUMO gap = 0.3253 Eh
DFT total energy = -32878.246 eV
Spin multiplicity = 1

The geometry in XYZ format:
```
56
Properties=species:S:1:pos:R:3:nbo_charge:R:1
O 3.50968 -1.23280 1.75204 -0.975
O 2.20849 0.75320 2.95241 -0.970
O -1.42138 1.54894 -3.69791 -0.961
O -3.39450 -1.26906 1.72822 -0.941
O -1.40995 -3.66103 -1.30886 -0.959
O -0.67492 1.27081 3.42410 -0.975
O 0.90790 -1.09432 -2.80362 -0.943
O 1.17770 1.20986 -4.35830 -0.975
O -0.45290 -4.29756 1.65387 -0.950
O -0.62161 -1.37035 2.99003 -1.074
O 1.44237 -3.09397 -0.73871 -0.942
O -4.22987 1.22449 0.78351 -0.975
N 2.78120 1.78260 -0.30914 -0.850
C 1.94060 2.97368 -0.77116 -0.223
C -0.99081 -0.42425 -0.23016 -0.197
C -2.06203 -1.00376 -0.82891 -0.355
C -0.32530 0.87613 -0.70761 -0.468
C 0.10802 1.80317 0.53768 -0.373
C 0.72759 3.15221 0.10439 -0.438
H -0.83249 -0.37834 3.26241 0.539
H -1.08872 -4.40386 1.03887 0.480
H -0.87219 -0.59014 0.77521 0.203
H 2.55826 3.90330 -0.74174 0.194
H -2.71118 -1.84150 1.61892 0.480
H 0.07738 1.26825 2.81582 0.515
H 1.86064 -0.82832 -2.98881 0.481
H -0.79251 2.03898 1.22249 0.204
H 2.77252 -1.80084 1.45892 0.480
H 1.69346 2.85776 -1.82645 0.169
H 1.49551 -2.32441 -1.20238 0.484
H -0.66202 -2.13922 3.52579 0.496
H -0.73936 1.47920 -1.54419 0.218
H -1.70181 2.55336 -3.49783 0.498
H 0.06102 3.91812 -0.29091 0.214
H -2.44158 -0.77201 -1.73756 0.174
H -3.99129 1.07217 -0.10673 0.458
H 2.59119 0.97176 -0.80407 0.355
H 2.62745 1.77958 0.67180 0.370
H 2.04846 -3.12456 -0.03724 0.461
H -3.44261 -1.08852 2.74502 0.483
H 0.19549 1.00064 -4.39467 0.492
H -1.04011 2.09492 3.63742 0.500
H -2.57022 -1.77853 -0.37629 0.190
H 1.93195 -0.12239 2.81307 0.484
H 0.64194 1.22481 1.11758 0.172
H 0.48610 -0.76012 -3.50176 0.469
H 1.21934 2.03835 -3.81945 0.470
H -3.75233 0.44509 1.25498 0.497
H -0.64354 -3.08636 -1.30351 0.490
H -0.89885 -4.44194 -1.76307 0.469
H 4.28368 -1.19517 1.17618 0.495
H 3.16127 0.75656 3.13931 0.493
H -0.14482 -3.43558 1.71163 0.470
H -2.19640 1.18003 -4.10089 0.485
H 0.67549 0.75005 -1.20976 0.207
H 0.92058 3.63088 1.08998 0.204
```